The following is a quantum chemistry calculation of a 3-piece molecular cluster, C30H62FN3P overall in a non-equilibrium geometry, from the Open Molecules 2025 dataset.

Properties
Charge: +1
Spin multiplicity: 1
Lowest unoccupied orbital energy, eV: -3.627

```
97
C30H62FN3P (ωB97M-V/def2-TZVPD)
C -4.3785 2.0740 -2.7126
C -3.0598 2.3115 -3.5564
C -2.0463 1.1020 -3.6084
C -2.7387 -0.3157 -3.8037
C -0.9912 1.1028 -2.4414
C -1.3469 0.9019 -1.0351
N -2.6752 0.6854 -0.6040
N -0.3869 0.9303 -0.0397
C 0.9632 1.1402 -0.2675
P 2.1232 1.1926 1.2215
C 2.2766 3.0089 1.6943
C 3.3601 3.2424 2.8245
C 1.3615 0.2070 2.6507
C 0.4681 1.1191 3.5869
C 1.4616 1.3047 -1.6116
C 2.9868 1.5248 -1.8452
C 3.9360 0.3306 -1.4111
C 3.2288 -1.0354 -1.1318
F 4.7718 0.7505 -0.3417
C 0.4505 1.2854 -2.7140
C 1.0281 1.4716 -4.1592
N 1.4028 2.8776 -4.4644
C 0.3608 3.8339 -4.0516
H -4.4822 1.0608 -2.2701
H -4.3378 2.7860 -1.8405
H -5.2609 2.3982 -3.3160
H -2.5246 3.1947 -3.1303
H -3.3660 2.6056 -4.5985
H -1.4340 1.2519 -4.5387
H -3.6921 -0.1819 -4.3809
H -2.0608 -0.9384 -4.4355
H -3.0253 -0.7966 -2.8385
H -3.0899 -0.1563 -1.0067
H -2.7094 0.5548 0.4138
H -0.6924 0.7883 0.9258
H 2.5640 3.6043 0.7847
H 1.2883 3.4432 2.0203
H 3.0989 4.1907 3.3566
H 3.4036 2.4126 3.5735
H 4.3660 3.4098 2.3541
H 2.1851 -0.3040 3.2029
H 0.7216 -0.5992 2.1863
H 0.1386 0.5265 4.4798
H 1.1121 1.9553 3.9622
H -0.3885 1.5009 2.9794
H 3.2490 1.7697 -2.9044
H 3.3035 2.4289 -1.2514
H 4.6467 0.1454 -2.2635
H 2.8775 -1.1584 -0.0777
H 2.3661 -1.2409 -1.8158
H 3.9835 -1.8415 -1.3373
H 0.4100 1.0128 -4.9634
H 2.0047 0.9099 -4.1655
H 2.3078 3.1019 -4.0581
H 0.6657 4.8362 -4.4691
H 0.3074 3.9986 -2.9341
H -0.6424 3.6209 -4.4982
C 3.6409 2.6180 6.5921
C 3.8874 1.1330 6.3480
C 3.1706 0.2267 7.3484
C 3.5990 0.3973 8.8075
C 5.0881 0.1859 9.0794
C 5.5675 -1.2246 8.7574
H 4.0302 2.9369 7.5600
H 4.1401 3.2129 5.8238
H 2.5719 2.8467 6.5562
H 4.9623 0.9334 6.3525
H 3.5331 0.8826 5.3406
H 3.3167 -0.8153 7.0457
H 2.0914 0.4081 7.2826
H 3.0232 -0.3047 9.4198
H 3.3172 1.3963 9.1548
H 5.2747 0.3803 10.1399
H 5.6867 0.9130 8.5228
H 5.0074 -1.9682 9.3296
H 6.6241 -1.3319 9.0110
H 5.4600 -1.4559 7.6954
C -4.2719 -3.3587 -6.4495
C -5.0172 -3.1505 -5.1361
C -4.4374 -3.9589 -3.9755
C -4.4890 -5.4787 -4.1469
C -5.8827 -6.0624 -4.3765
C -6.8358 -5.8291 -3.2104
H -4.3388 -4.3929 -6.7912
H -4.6996 -2.7262 -7.2301
H -3.2153 -3.0968 -6.3445
H -6.0764 -3.3837 -5.2739
H -4.9688 -2.0883 -4.8749
H -4.9619 -3.6784 -3.0555
H -3.3917 -3.6643 -3.8249
H -4.0532 -5.9413 -3.2547
H -3.8436 -5.7727 -4.9804
H -5.7824 -7.1411 -4.5301
H -6.3205 -5.6598 -5.2944
H -6.4357 -6.2551 -2.2869
H -7.7992 -6.3031 -3.4088
H -7.0214 -4.7654 -3.0461
```

Mulliken atomic charge list, values in e, 5 entries: atom 1 (C): -1.058, atom 2 (C): -0.971, atom 3 (C): 0.556, atom 4 (C): -1.361, atom 5 (C): 0.411